304
Properties=species:S:1:pos:R:3 method="wB97M-V/def2-TZVPD" total_energy_ev=-150061.80204 lumo_energy_ev=0.43
C -22.412 20.703 4.185
C -22.689 20.416 5.684
C -24.117 21.085 5.896
C -24.783 20.575 7.128
C -24.886 19.066 7.170
C -23.591 18.251 6.909
N -22.801 18.925 5.882
O -21.647 18.200 5.693
C -22.867 18.136 8.298
C -23.889 16.785 6.546
C -21.716 21.205 6.566
H -21.540 20.115 3.898
H -22.337 21.776 4.010
H -23.259 20.421 3.559
H -24.024 22.169 5.965
H -24.793 20.884 5.065
H -25.718 21.135 7.115
H -24.235 20.832 8.034
H -25.466 18.739 6.307
H -25.393 18.744 8.080
H -21.951 17.549 8.238
H -22.558 19.068 8.772
H -23.396 17.505 9.013
H -24.560 16.378 7.302
H -24.153 16.566 5.512
H -23.048 16.093 6.538
H -20.795 20.671 6.798
H -22.057 21.587 7.528
H -21.405 22.179 6.191
H -21.087 18.498 6.413
C -22.824 12.189 11.633
C -23.037 12.658 10.123
C -21.633 12.891 9.475
C -21.649 12.994 7.915
C -22.221 11.767 7.213
C -23.664 11.516 7.808
N -23.648 11.580 9.347
O -24.839 11.013 9.986
C -24.734 12.550 7.220
C -23.987 10.051 7.345
C -23.922 13.911 10.103
H -22.420 11.177 11.610
H -23.634 12.258 12.360
H -21.997 12.769 12.046
H -21.241 13.802 9.927
H -21.006 12.059 9.797
H -20.639 13.110 7.521
H -22.226 13.884 7.665
H -21.559 10.911 7.339
H -22.214 12.051 6.161
H -25.210 12.086 6.357
H -25.599 12.751 7.852
H -24.272 13.479 6.886
H -23.934 10.019 6.257
H -23.333 9.292 7.775
H -24.997 9.774 7.646
H -24.967 13.628 10.231
H -23.869 14.427 9.144
H -23.559 14.528 10.924
H -25.374 11.809 10.024
C -28.160 9.926 16.138
C -28.177 11.094 15.203
C -29.170 12.081 15.730
C -29.220 13.457 15.068
C -27.813 14.081 15.094
C -26.727 13.134 14.540
N -26.841 11.734 15.052
O -25.815 10.900 14.517
C -26.780 13.209 12.998
C -25.379 13.711 15.060
C -28.708 10.544 13.779
H -28.355 10.193 17.176
H -27.208 9.399 16.075
H -28.868 9.131 15.903
H -30.148 11.620 15.591
H -29.120 12.202 16.812
H -29.915 14.088 15.622
H -29.515 13.391 14.021
H -27.549 14.430 16.092
H -27.805 15.000 14.510
H -25.976 12.607 12.574
H -27.633 12.785 12.468
H -26.481 14.208 12.679
H -25.266 14.785 14.909
H -25.315 13.652 16.146
H -24.547 13.160 14.620
H -29.387 9.693 13.743
H -27.897 10.344 13.079
H -29.306 11.267 13.224
H -25.221 10.698 15.243
C -19.509 17.439 13.359
C -20.101 17.964 11.961
C -21.219 19.024 12.320
C -20.594 20.492 12.427
C -19.751 20.739 11.149
C -18.468 19.830 11.170
N -18.976 18.431 11.150
O -18.049 17.404 10.715
C -17.686 20.158 9.868
C -17.566 20.170 12.300
C -20.837 16.785 11.225
H -19.202 18.241 14.030
H -18.713 16.695 13.344
H -20.308 17.021 13.971
H -22.000 18.937 11.565
H -21.634 18.698 13.274
H -20.031 20.580 13.356
H -21.454 21.154 12.526
H -19.447 21.784 11.219
H -20.320 20.509 10.248
H -17.196 21.130 9.923
H -16.862 19.461 9.719
H -18.256 20.114 8.940
H -17.337 21.236 12.307
H -18.026 19.966 13.267
H -16.638 19.606 12.209
H -20.115 16.013 10.962
H -21.318 17.161 10.322
H -21.596 16.296 11.835
H -17.509 17.345 11.507
C -27.493 15.619 8.617
C -28.626 15.353 9.632
O -28.164 15.689 10.958
O -27.133 16.990 8.747
H -27.913 15.315 7.658
H -26.695 14.908 8.831
H -28.984 14.338 9.463
H -29.546 15.912 9.460
H -28.878 16.080 11.467
H -26.851 17.115 9.656
C -27.885 17.190 5.251
C -28.162 17.817 3.863
O -27.385 17.099 2.889
O -28.818 17.739 6.162
H -26.842 17.377 5.506
H -28.052 16.130 5.057
H -27.984 18.892 3.903
H -29.229 17.817 3.644
H -26.432 17.187 2.970
H -28.552 17.449 7.038
C -24.662 17.231 12.927
C -25.068 18.319 11.844
O -26.306 17.921 11.226
O -25.432 17.190 14.107
H -23.669 17.423 13.333
H -24.565 16.242 12.479
H -24.279 18.517 11.119
H -25.163 19.276 12.358
H -26.803 17.331 11.797
H -25.464 18.055 14.521
C -23.986 19.681 15.623
C -23.403 21.056 15.170
O -23.837 22.178 15.975
O -25.387 19.496 15.482
H -23.805 19.653 16.697
H -23.269 18.992 15.178
H -23.816 21.093 14.162
H -22.319 20.980 15.253
H -24.616 22.500 15.515
H -25.912 20.144 15.957
C -33.195 19.881 10.708
O -31.994 19.862 11.459
C -30.933 19.338 10.689
C -29.596 19.102 11.442
N -29.549 17.920 12.318
C -30.832 17.518 12.965
C -31.197 18.446 14.166
O -30.350 18.113 15.249
C -30.670 18.713 16.433
H -32.907 20.416 9.803
H -34.058 20.415 11.104
H -33.520 18.902 10.356
H -30.745 20.181 10.025
H -31.166 18.438 10.119
H -29.519 20.050 11.975
H -28.852 19.028 10.649
H -28.933 18.136 13.089
H -30.673 16.515 13.361
H -31.578 17.516 12.171
H -32.223 18.163 14.401
H -31.111 19.462 13.781
H -30.003 18.505 17.268
H -31.672 18.567 16.835
H -30.575 19.796 16.349
C -24.232 26.386 13.045
O -25.259 25.320 13.090
C -24.756 23.986 13.074
C -25.930 22.968 13.208
N -26.328 22.884 14.611
C -27.651 22.159 14.620
C -28.033 21.851 16.112
O -27.257 20.782 16.649
C -27.313 20.717 18.095
H -23.366 25.989 13.576
H -24.513 27.284 13.595
H -23.979 26.629 12.014
H -24.065 23.791 13.894
H -24.173 23.738 12.187
H -25.461 22.007 12.998
H -26.662 23.157 12.423
H -26.462 23.835 14.924
H -27.571 21.242 14.036
H -28.403 22.756 14.103
H -29.097 21.616 16.122
H -27.909 22.841 16.553
H -27.131 21.681 18.569
H -26.523 20.017 18.369
H -28.314 20.385 18.371
C -23.003 25.393 5.866
O -24.304 25.004 5.318
C -25.115 26.149 5.085
C -26.647 25.778 5.024
N -27.000 25.394 6.402
C -28.338 24.841 6.473
C -28.721 24.409 7.932
O -28.081 23.161 8.066
C -28.332 22.454 9.296
H -22.413 24.479 5.943
H -23.102 25.664 6.917
H -22.399 26.077 5.271
H -24.978 26.479 4.055
H -24.822 27.000 5.699
H -26.809 24.966 4.315
H -27.284 26.626 4.771
H -26.373 24.723 6.821
H -28.494 24.003 5.794
H -29.091 25.575 6.186
H -29.796 24.248 8.016
H -28.410 25.149 8.669
H -28.660 21.418 9.214
H -29.116 22.962 9.856
H -27.379 22.404 9.823
C -25.033 25.018 9.654
O -23.660 25.030 10.079
C -22.948 23.925 9.558
C -21.425 24.136 9.353
N -20.895 24.686 10.573
C -19.433 25.060 10.379
C -19.118 26.101 11.403
O -20.082 27.162 11.352
C -19.751 28.318 12.231
H -25.584 25.950 9.787
H -25.649 24.255 10.130
H -25.255 24.781 8.614
H -23.404 23.651 8.606
H -23.056 22.973 10.078
H -21.313 24.821 8.513
H -20.867 23.236 9.094
H -21.371 25.503 10.928
H -19.224 25.498 9.404
H -18.789 24.182 10.422
H -18.094 26.469 11.327
H -19.197 25.581 12.358
H -19.443 28.000 13.227
H -20.603 28.996 12.284
H -18.949 28.841 11.709
C -17.615 20.043 16.732
O -18.594 19.006 16.772
C -19.955 19.605 16.903
C -20.943 18.570 17.429
N -21.465 17.635 16.448
C -22.085 16.462 16.986
C -22.433 15.440 15.898
O -21.276 14.921 15.246
C -21.485 13.933 14.173
H -17.437 20.544 17.684
H -17.871 20.602 15.832
H -16.623 19.636 16.539
H -20.273 20.143 16.010
H -19.838 20.374 17.667
H -21.841 19.033 17.836
H -20.339 18.108 18.210
H -20.648 17.384 15.911
H -22.995 16.808 17.477
H -21.497 16.053 17.808
H -23.078 15.941 15.176
H -22.979 14.553 16.219
H -21.760 14.523 13.299
H -22.258 13.181 14.332
H -20.700 13.256 13.837
C -29.222 16.846 23.375
O -28.348 17.871 22.859
C -27.868 17.633 21.523
C -26.901 18.788 20.943
N -25.523 18.626 21.531
C -24.727 17.470 21.167
C -24.696 17.164 19.629
O -25.935 16.739 19.082
C -25.909 16.630 17.713
H -28.573 15.971 23.410
H -29.959 16.534 22.636
H -29.666 16.909 24.369
H -28.696 17.347 20.876
H -27.274 16.725 21.628
H -27.433 19.705 21.195
H -26.780 18.851 19.862
H -25.407 18.964 22.475
H -25.144 16.625 21.715
H -23.732 17.556 21.605
H -23.960 16.383 19.438
H -24.262 18.034 19.136
H -25.783 17.584 17.200
H -26.871 16.222 17.401
H -25.227 15.877 17.316